(1)
Here is the ion C10H19N3P with charge +1 in a non-equilibrium geometry from the Open Molecules 2025 dataset. Energies are from ωB97M-V/def2-TZVPD.

Each atom is followed by the atoms it is bonded to, with distances in Å.
Atoms and positions in Å:
1 C 1.83 -2.70 0.15  C2 1.558, H15 1.091, H16 1.102, H17 1.093
2 C 0.72 -1.72 -0.32  C1 1.558, P3 1.847, H18 1.091, H19 1.096
3 P 0.83 -0.25 0.79  C2 1.847, C4 1.856, C6 1.880
4 C 2.57 0.40 0.88  P3 1.856, C5 1.572, H20 1.096, H21 1.092
5 C 3.43 0.20 -0.42  C4 1.572, H22 1.093, H23 1.091, H24 1.096
6 C -0.29 1.14 0.19  P3 1.880, C7 1.410, N11 1.324
7 C 0.34 2.17 -0.54  C6 1.410, C8 1.379, H25 1.083
8 C -0.48 3.21 -0.92  C7 1.379, C9 1.412, H26 1.084
9 C -1.83 3.07 -0.52  C8 1.412, N10 1.295, H27 1.091
10 N -2.39 2.10 0.12  C9 1.295, N11 1.330
11 N -1.59 1.10 0.48  C6 1.324, N10 1.330, C12 1.493
12 C -2.31 0.01 1.21  N11 1.493, N13 1.436, H28 1.097, H29 1.095
13 N -3.35 -0.50 0.37  C12 1.436, C14 1.463, H30 1.010
14 C -2.88 -1.50 -0.60  N13 1.463, H31 1.098, H32 1.091, H33 1.101
15 H 1.56 -3.75 0.00  C1 1.091
16 H 1.98 -2.57 1.24  C1 1.102
17 H 2.80 -2.48 -0.30  C1 1.093
18 H -0.24 -2.22 -0.14  C2 1.091
19 H 0.86 -1.52 -1.38  C2 1.096
20 H 2.48 1.48 1.09  C4 1.096
21 H 3.02 -0.10 1.74  C4 1.092
22 H 2.86 -0.27 -1.22  C5 1.093
23 H 4.32 -0.37 -0.15  C5 1.091
24 H 3.71 1.19 -0.78  C5 1.096
25 H 1.39 2.16 -0.78  C7 1.083
26 H -0.10 4.05 -1.48  C8 1.084
27 H -2.49 3.90 -0.78  C9 1.091
28 H -2.82 0.53 2.04  C12 1.097
29 H -1.63 -0.72 1.67  C12 1.095
30 H -4.12 -0.83 0.93  N13 1.010
31 H -1.96 -1.12 -1.05  C14 1.098
32 H -3.59 -1.65 -1.42  C14 1.091
33 H -2.63 -2.45 -0.10  C14 1.101

Output
* frontier orbital gap: 7.11 eV
* charge: +1
* molecular weight: 212.26 Da
* HOMO energy: -11.69 eV
* electronic energy: -897.7481 a.u.
* SMILES string: CCP(CC)c1cccn[n+]1CNC

(2)
Here is a cluster of 2 separate species, C11H15ClNOP in total in a non-equilibrium geometry from the Open Molecules 2025 dataset. Energies are from ωB97M-V/def2-TZVPD.

Each atom is followed by the atoms it is bonded to, with distances in Å.
Atoms and positions in Å:
1 C 3.68 3.13 0.76  C2 1.548, H11 1.073, H12 1.092, H13 1.083
2 C 2.19 3.05 0.35  C1 1.548, P3 1.948, H14 1.065, H15 1.055
3 P 1.86 1.88 -1.17  C2 1.948, C4 1.718
4 C 1.70 0.28 -0.57  P3 1.718, C5 1.453, C10 1.483
5 C 1.69 -0.11 0.83  C4 1.453, C6 1.333, H16 1.058
6 C 1.76 -1.42 1.06  C5 1.333, C7 1.420, H17 1.040
7 C 1.81 -2.42 0.06  C6 1.420, Cl8 1.770, C9 1.367
8 Cl 2.13 -4.12 0.46  C7 1.770
9 C 1.36 -2.09 -1.19  C7 1.367, C10 1.514, H18 1.112
10 C 1.41 -0.66 -1.68  C4 1.483, C9 1.514, H19 1.100, H20 1.029
11 H 3.90 2.12 1.02  C1 1.073
12 H 4.18 3.44 -0.16  C1 1.092
13 H 3.95 3.81 1.56  C1 1.083
14 H 1.78 4.01 0.19  C2 1.065
15 H 1.57 2.60 1.09  C2 1.055
16 H 1.73 0.61 1.61  C5 1.058
17 H 1.71 -1.75 2.05  C6 1.040
18 H 1.16 -2.87 -1.95  C9 1.112
19 H 2.21 -0.68 -2.43  C10 1.100
20 H 0.55 -0.38 -2.18  C10 1.029
21 C -4.31 -2.38 -0.06  C22 1.569, H26 1.070, H27 1.059, H28 1.058
22 C -4.09 -1.00 -0.76  C21 1.569, N23 1.383, H29 1.115, H30 1.044
23 N -3.41 -0.09 0.03  C22 1.383, C24 1.220
24 C -2.28 -0.05 0.50  N23 1.220, O25 1.141
25 O -1.32 0.09 1.10  C24 1.141
26 H -3.44 -2.82 0.40  C21 1.070
27 H -4.94 -2.14 0.76  C21 1.059
28 H -4.74 -3.04 -0.76  C21 1.058
29 H -3.56 -1.22 -1.71  C22 1.115
30 H -5.10 -0.77 -0.89  C22 1.044

Output
* frontier orbital gap (alpha / beta): 7.19 / 7.19 eV
* molecular weight: 243.67 Da
* HOMO energy (alpha / beta): -7.60 / -7.60 eV
* electronic energy: -1359.5789 a.u.
* SMILES string: CC/P=C1\C=CC(Cl)=CC1.CCN=C=O

Which value of electronic energy does entry 1 give?
-897.7481 a.u.

Which formula does entry 2 have?
C11H15ClNOP